146
Properties=species:S:1:pos:R:3:forces:R:3:mulliken_charge:R:1 method="wB97M-V/def2-TZVPD" total_charge=-1 homo_lumo_gap_ha=0.191 multiplicity=1 energy_ev=-98300.9959
Cd 21.80420 15.36281 12.45052 -1.7 0.9 -1.0 1.36
O 18.35297 16.16346 8.15929 -0.5 0.7 -0.5 -0.75
O 29.08798 15.00964 0.62263 -0.6 0.1 -1.1 -0.31
O 26.53090 16.19159 10.15157 0.4 0.7 0.4 -0.66
O 20.28917 13.12275 2.08613 -0.1 -0.9 -2.3 -0.12
O 23.54737 14.46531 13.41239 1.4 -1.4 1.9 -0.36
O 13.05885 9.03126 9.81412 0.3 -0.1 -0.5 -0.32
O 22.25333 13.52326 5.47748 -1.8 -0.2 -1.6 -0.04
O 22.85472 19.60835 12.49170 2.2 -0.2 -1.1 -0.35
O 18.38541 14.99078 10.97748 1.7 0.7 0.4 -0.77
O 15.47508 12.98750 6.20031 0.3 -1.4 0.1 -0.46
O 14.95204 17.27884 12.71901 0.9 1.2 0.8 -0.72
O 20.75353 13.53123 11.74661 0.2 -1.2 0.5 -0.42
O 20.18950 14.59115 7.04610 -0.3 0.0 -0.4 -0.83
O 25.15140 13.86618 9.01121 -1.8 0.7 0.4 -1.00
O 16.90266 19.23079 14.07036 -0.9 -0.2 -0.5 -0.66
O 22.92246 14.94481 10.64171 3.6 -0.6 -0.8 1.10
O 25.38246 17.33957 3.84146 -0.7 -0.1 -0.4 -0.48
O 24.04207 11.16578 4.50063 -0.1 -0.4 -0.3 -0.69
O 25.10302 10.89124 10.20755 -0.2 -0.4 0.4 -0.73
O 27.49891 13.48616 7.10034 0.4 -0.2 -0.4 -0.60
O 19.36380 18.30933 3.46570 -0.9 -2.1 -0.4 -0.31
O 19.58310 13.65888 4.87021 -2.0 -1.6 -0.9 -0.16
O 20.34653 16.86014 12.15751 -1.1 -0.6 0.1 -0.81
O 20.43925 11.13396 4.64434 -0.2 0.1 0.1 -0.54
N 23.13675 17.08756 12.97320 2.2 1.2 -0.1 0.30
N 20.29446 15.59164 3.21230 -0.8 0.5 -0.8 -0.33
N 27.12066 14.46575 3.69169 -0.3 -1.3 -1.1 -0.21
N 14.45402 11.15359 8.35110 1.6 -0.6 -1.0 -0.29
C 13.00304 7.81841 10.54867 1.0 -1.1 -0.9 -0.81
C 23.71028 13.55721 7.24653 -3.4 1.2 0.9 -0.46
C 28.42260 14.20908 1.58896 1.1 2.0 1.2 -0.53
C 21.29793 14.43302 7.56967 0.5 -0.7 2.6 -0.30
C 17.18827 18.32965 13.29895 0.6 -1.1 0.0 0.09
C 24.12269 19.22552 11.91300 -1.1 -1.2 1.3 -1.03
C 22.38626 13.81027 6.65775 4.2 -0.3 2.1 0.95
C 21.21337 14.02706 1.45134 -0.2 0.3 2.1 -1.15
C 23.95406 13.12902 13.18138 0.4 -1.5 -0.3 -0.84
C 26.20924 15.14214 4.59051 0.8 0.9 0.3 -0.68
C 20.69608 17.96297 3.77738 0.5 1.0 -0.3 -1.73
C 22.84941 14.57146 9.40339 -0.2 0.9 3.6 -1.31
C 13.30545 10.40651 7.87067 0.1 -0.1 1.2 -0.68
C 23.94846 14.02243 8.55560 3.6 -1.5 -0.8 -0.57
C 16.59496 13.59298 6.88377 -1.6 0.9 -0.6 -0.96
C 29.83771 14.20647 -0.27627 0.4 0.6 0.9 -0.73
C 21.58157 14.61744 9.03108 -3.2 -0.2 -6.4 0.03
C 13.35221 8.95884 8.36170 -1.6 -0.1 0.5 -0.53
C 24.08629 16.69940 14.01009 0.8 -0.5 1.3 -0.84
C 18.05003 16.04251 11.65583 0.5 -2.2 -1.1 0.54
C 24.35779 18.00936 3.07621 0.0 -0.8 0.6 -0.62
C 19.02876 16.97297 12.32802 1.6 0.1 -0.7 0.28
C 27.55789 15.15790 2.47018 -1.0 -0.5 0.3 -0.54
C 24.66574 15.28885 13.79316 0.2 0.9 -1.9 -0.46
C 16.72697 16.25516 11.80626 -0.1 0.3 0.5 -0.42
C 18.58580 18.01136 13.05868 -0.5 0.3 0.4 -0.48
C 22.58132 20.96245 12.36504 -1.3 0.1 1.4 -0.94
C 20.70848 16.51835 4.27131 0.5 2.0 -0.4 1.05
C 21.46147 15.07617 2.55188 1.0 -1.6 0.2 -0.22
C 15.60752 11.56231 6.14283 1.1 0.1 0.5 -0.52
C 18.86287 19.56384 3.63410 1.7 3.2 0.4 -0.91
C 25.02277 15.91608 4.08117 0.9 2.0 -0.9 0.50
C 16.19222 17.27619 12.58352 -2.2 0.9 0.7 0.28
C 19.90854 12.09843 1.13235 -0.1 -0.2 0.9 -1.08
C 23.93163 17.69268 11.83467 0.0 0.2 -0.9 -0.37
C 15.68059 10.83267 7.53045 -1.3 1.7 -0.4 -0.69
H 27.27197 16.09006 9.55429 0.1 0.0 -0.1 0.26
H 19.21722 19.98858 4.57333 -0.6 -0.2 0.7 0.36
H 17.55052 13.33241 6.42868 0.0 -0.4 0.2 0.52
H 24.73324 13.07460 12.42110 -0.3 0.1 -0.4 0.30
H 27.85035 13.41388 1.11117 -0.2 -0.1 0.2 0.32
H 19.94668 16.08236 2.40092 -1.7 0.8 0.7 0.45
H 24.29179 15.84041 4.88619 -0.6 0.3 -0.4 0.09
H 14.94239 11.11626 5.40342 -0.7 0.4 0.4 0.47
H 16.42145 14.64925 6.67815 0.3 0.1 0.3 0.30
H 18.90169 15.54384 7.67845 0.2 -0.1 0.1 0.34
H 19.87818 13.43924 11.37039 -1.1 1.0 -0.2 0.25
H 30.53040 14.85513 -0.81250 -0.2 0.1 0.0 0.25
H 16.02217 15.49516 11.50288 0.1 0.1 -0.4 0.41
H 21.33048 18.21777 2.92844 0.0 -0.9 -1.0 0.53
H 22.70331 17.94180 13.29336 -1.1 -0.2 0.4 0.24
H 21.31684 10.92813 4.96637 0.5 0.1 0.1 0.26
H 24.39598 12.91050 6.71932 0.3 0.3 0.0 0.45
H 24.92348 17.25684 11.71473 -0.3 -0.5 -0.2 0.33
H 23.69196 16.65440 15.02527 -0.9 0.2 -0.1 0.47
H 25.36430 15.27777 12.95651 -0.1 0.2 -0.6 0.18
H 19.85011 13.96776 5.73905 0.7 1.0 2.9 0.34
H 20.36108 10.63991 3.82822 -0.1 0.0 -0.3 0.25
H 20.21902 12.97659 4.64282 0.7 -1.3 -0.5 0.37
H 21.87032 14.58553 3.43518 1.7 -0.3 -0.8 -0.03
H 15.85771 9.76752 7.38154 0.0 -0.2 -0.2 0.33
H 19.32103 20.30339 2.97739 0.7 0.0 -0.9 0.35
H 23.30691 17.56121 10.95119 0.3 -0.4 -0.1 0.11
H 14.26656 8.45571 8.04717 0.4 -0.1 0.7 0.37
H 28.11475 14.03278 7.58838 0.1 0.1 0.1 0.27
H 25.95303 15.45728 9.94400 -0.6 -0.8 -0.3 0.38
H 20.91713 14.45514 0.49369 -0.9 0.0 0.0 0.51
H 30.42978 13.55666 0.36816 0.3 -0.6 -0.4 0.32
H 16.50073 13.44341 7.95935 0.4 -0.1 0.0 0.45
H 12.91973 7.89582 11.63272 0.1 1.0 -0.1 0.28
H 25.73237 14.54242 5.36579 0.8 -0.9 -0.2 -0.18
H 20.80915 14.98819 9.68857 -0.2 0.0 -0.2 0.67
H 26.91254 15.79187 5.11140 -0.6 0.6 0.5 0.29
H 18.41568 15.88154 9.07188 -0.1 -0.3 0.8 0.28
H 24.71505 15.57493 3.09272 -0.6 -0.6 0.2 0.25
H 12.53062 8.39669 7.91778 -0.2 -0.2 -0.1 0.43
H 29.24935 13.84479 2.19879 -0.3 -0.8 0.4 0.43
H 24.15192 10.46340 5.14158 0.2 -0.2 0.2 0.30
H 25.65101 10.42118 9.57908 0.1 -0.1 -0.1 0.29
H 24.82653 17.49464 14.09806 0.7 -0.4 -0.1 0.40
H 25.32338 14.88390 14.56234 -0.9 -0.1 0.8 0.50
H 21.25119 18.62996 4.43697 -0.8 0.2 1.2 0.72
H 19.18291 11.37949 1.51273 -0.3 0.5 0.8 0.30
H 17.83026 19.84950 3.43363 -0.4 -1.6 0.4 0.30
H 23.40623 17.92946 3.60181 -0.2 -0.1 0.1 0.10
H 21.71614 16.27552 4.60858 0.1 -0.2 -0.1 -0.41
H 25.04349 11.77978 9.85659 0.1 0.7 -0.2 0.31
H 22.17612 13.56617 1.23049 0.1 -0.4 0.2 0.40
H 21.21543 12.73753 11.47658 0.4 -0.1 -0.1 0.23
H 24.34082 12.51728 13.99643 0.5 1.1 1.1 0.35
H 12.24521 7.08078 10.28465 -0.8 0.5 -0.6 0.31
H 23.14155 12.42957 12.98469 -0.6 0.8 -0.9 0.27
H 19.73146 14.41398 4.29627 0.1 1.5 -2.2 0.83
H 19.40951 12.51430 0.25707 0.5 0.2 -0.3 0.33
H 23.42016 21.60768 12.62604 0.3 0.1 -0.5 0.35
H 24.49589 19.07291 2.88154 0.8 0.0 0.5 0.41
H 16.57736 11.36328 5.68685 0.5 -0.2 -0.1 0.21
H 27.93370 16.11558 2.83034 1.1 -0.1 -0.4 0.35
H 21.88782 21.06872 13.19923 -0.5 0.8 -0.3 0.29
H 22.08303 21.15062 11.41404 0.3 0.5 0.0 0.31
H 26.63898 13.72717 7.44482 -0.6 0.0 0.6 0.28
H 26.77795 13.55061 3.43644 -0.2 -0.2 0.1 0.30
H 20.73795 11.42054 0.93077 0.5 0.5 -0.6 0.41
H 19.33460 18.59540 13.57307 0.0 0.3 0.0 0.39
H 20.10949 16.59023 5.17914 -0.6 -0.8 -0.2 0.04
H 24.22300 17.57319 2.08642 0.1 -0.4 -0.2 0.27
H 14.59820 10.80756 9.28897 0.2 0.3 0.4 0.27
H 13.90292 7.23629 10.35003 0.5 0.0 0.2 0.31
H 16.57062 11.25481 7.99707 -0.2 -0.2 0.4 0.43
H 24.39449 19.64424 10.94403 -0.8 -0.1 -0.4 0.46
H 12.45025 10.82224 8.40350 -0.3 0.2 -0.5 0.31
H 29.24623 13.63734 -0.99345 -0.3 -0.1 0.1 0.26
H 26.75152 15.48357 1.81307 -0.6 0.0 -0.1 0.15
H 23.74130 11.91503 5.01482 -0.3 0.7 0.1 0.21
H 13.21340 10.53067 6.79169 -0.2 -0.3 0.1 0.33
H 22.04219 15.85746 2.06152 0.6 0.2 0.5 0.32
H 24.95668 19.57293 12.52280 0.0 -0.1 0.7 0.41